{
  "formula": "C4H9NO2",
  "method": "the ωB97M-V functional and the def2-TZVPD basis",
  "orbital_gap_ev": 9.73,
  "de_lowest_kj_mol": 497.1,
  "spin_multiplicity": 1,
  "mol_weight_g_mol": 103.12,
  "charge": 0,
  "elements": ["H", "O", "H", "H", "O", "H", "N", "H", "H", "H", "H", "C", "C", "H", "C", "C"],
  "coordinates": [[-1.30, -0.97, 1.53], [-0.23, 2.03, 0.77], [-2.02, 0.98, 0.54], [1.89, -0.86, -0.95], [2.19, -1.04, 1.02], [-0.32, -1.70, -0.36], [-0.53, -0.35, 1.27], [0.08, 0.36, -1.85], [1.80, -0.74, 1.86], [-1.65, -0.18, -1.63], [-1.18, 1.48, -1.52], [0.00, -0.75, 0.07], [1.48, -0.43, -0.04], [1.57, 0.66, -0.02], [-0.92, 1.04, 0.59], [-0.84, 0.46, -1.27]]
}

=====

{
  "formula": "C7H9NO2",
  "method": "the ωB97M-V functional and the def2-TZVPD basis",
  "smiles": "c1ccncc1.CC(=O)O",
  "orbital_gap_ev": 10.28,
  "de_lowest_kj_mol": 158.7,
  "spin_multiplicity": 1,
  "mol_weight_g_mol": 139.15,
  "charge": 0,
  "elements": ["C", "O", "H", "C", "H", "H", "H", "C", "H", "C", "O", "C", "H", "C", "H", "C", "N", "H", "H"],
  "coordinates": [[-0.47, 0.48, -1.31], [1.04, 0.84, 2.00], [-3.50, 1.08, -0.20], [-2.43, -0.80, 0.05], [-3.22, -1.21, 0.71], [2.69, -0.03, -0.83], [-1.29, -2.46, 0.10], [2.47, -0.23, 0.33], [3.32, -0.55, 0.85], [1.82, 1.05, 0.92], [1.83, 2.17, 0.42], [-2.57, 0.53, -0.40], [0.69, 1.56, 2.43], [-1.25, -1.44, -0.26], [0.26, 0.90, -2.00], [-0.24, -0.83, -0.89], [-1.58, 1.24, -1.02], [1.65, -1.01, 0.22], [0.77, -1.29, -1.13]]
}

=====

{
  "formula": "C35H40CaClN3O12S",
  "method": "the ωB97M-V functional and the def2-TZVPD basis",
  "orbital_gap_ev": [4.73, 5.30],
  "de_lowest_kj_mol": 249.8,
  "spin_multiplicity": 1,
  "mol_weight_g_mol": 802.31,
  "charge": 0,
  "elements": ["C", "O", "H", "C", "N", "C", "H", "H", "C", "O", "C", "H", "H", "Cl", "C", "H", "H", "H", "H", "C", "H", "C", "H", "C", "H", "H", "C", "O", "H", "C", "O", "H", "C", "H", "C", "C", "H", "O", "H", "C", "Ca", "C", "H", "C", "N", "O", "H", "C", "O", "O", "H", "C", "H", "N", "H", "C", "O", "H", "O", "H", "C", "H", "H", "H", "H", "S", "O", "C", "C", "H", "O", "H", "H", "C", "C", "H", "C", "H", "C", "C", "H", "H", "H", "H", "H", "C", "C", "C", "C", "C", "H", "C", "C"],
  "coordinates": [[5.33, -0.68, 5.18], [0.24, 6.39, -0.91], [3.38, -5.58, -2.24], [2.17, 5.55, -2.16], [0.46, -3.63, -0.49], [0.97, 6.53, -2.19], [4.48, -1.87, 1.78], [-2.30, 3.64, -5.93], [-4.51, -1.12, -4.73], [1.19, -1.36, 2.12], [-4.21, -1.50, -6.01], [4.34, -0.83, 8.46], [1.11, -5.86, 3.08], [-4.13, -2.33, 0.84], [4.71, -0.77, 3.94], [2.25, -1.32, -2.74], [-1.36, 2.78, -1.08], [-3.18, -0.37, 5.84], [3.17, -2.36, 0.66], [-0.80, 0.76, -2.61], [2.60, 0.15, 7.08], [-2.30, 4.14, -2.53], [6.01, -0.52, 7.85], [2.04, -5.47, -0.56], [-4.30, 1.73, 2.57], [3.13, 6.17, -2.21], [2.60, -0.13, 4.94], [-3.66, -3.10, 2.07], [3.09, 4.86, -0.32], [0.69, -4.88, 1.49], [1.32, -1.00, -2.62], [1.46, 6.18, 0.79], [-1.58, 3.03, -2.13], [2.09, 5.00, -3.11], [5.05, -1.04, 7.67], [1.09, -4.63, 0.12], [-4.48, 1.23, 0.46], [-0.88, -1.70, -2.45], [3.13, -3.00, 2.41], [-1.82, -1.16, -5.48], [-0.86, -2.16, 1.35], [-2.85, -1.57, -6.39], [2.75, -3.19, -2.98], [2.10, 4.83, -0.83], [-3.48, 1.38, 2.11], [-3.32, 0.29, 3.97], [-2.62, 4.82, -1.80], [3.42, -2.14, 1.72], [-1.88, -0.38, 2.32], [1.49, -5.74, 2.17], [-3.34, 5.17, -4.11], [-1.26, 2.07, -3.08], [1.23, 7.57, -2.24], [-3.53, 1.46, 0.70], [0.17, 6.22, -2.96], [-1.25, -0.39, -3.15], [-0.32, -4.34, 1.99], [-2.64, -2.03, -7.34], [-5.20, -3.04, 0.18], [0.32, 4.92, 0.45], [2.64, -4.98, -1.72], [-3.77, -1.65, 4.64], [-4.94, -1.80, -6.79], [5.24, -0.99, 2.98], [-0.76, -1.17, -5.78], [2.58, -0.70, 2.23], [-2.98, -2.07, -0.12], [3.33, -0.54, 3.83], [0.44, -1.97, -2.27], [-3.87, -0.27, -2.89], [-4.61, -0.98, 1.22], [6.40, -0.92, 5.28], [2.08, -6.56, -0.28], [-2.18, 3.45, -4.87], [3.18, -0.06, 6.19], [-1.18, 1.56, -5.09], [-2.21, -0.65, -4.21], [-3.02, 0.62, 0.45], [-3.57, -0.57, -3.86], [1.03, 5.59, -0.04], [-5.51, -1.27, -4.31], [5.32, -2.12, 7.65], [-1.99, -1.12, 4.72], [1.59, 0.24, 4.83], [1.85, 3.72, -0.85], [-3.01, -0.84, 4.80], [-1.59, 2.32, -4.42], [1.01, -3.11, -1.63], [4.53, -0.57, 6.33], [2.21, -3.70, -2.16], [-0.25, 0.70, -1.68], [-2.64, 4.39, -3.88], [-2.84, 0.33, 2.76]]
}

=====

{
  "formula": "C4H10B2",
  "method": "the ωB97M-V functional and the def2-TZVPD basis",
  "orbital_gap_ev": [3.80, 7.58],
  "de_lowest_kj_mol": 212.2,
  "spin_multiplicity": 3,
  "mol_weight_g_mol": 79.75,
  "s2": 2.010,
  "charge": 0,
  "elements": ["H", "C", "H", "B", "H", "H", "H", "B", "C", "C", "H", "H", "H", "C", "H", "H"],
  "coordinates": [[-0.99, -1.73, 0.27], [0.65, -0.60, -0.55], [-1.97, 2.26, 1.73], [1.80, -1.62, -0.35], [-3.60, 1.63, 1.75], [3.89, -2.00, -1.04], [0.89, 0.37, -0.97], [-2.68, 1.23, -0.13], [-2.85, 2.12, 1.12], [3.30, -1.19, -0.61], [3.76, -0.95, 0.35], [3.41, -0.32, -1.24], [-3.33, 1.21, -1.10], [-0.58, -0.83, -0.15], [-3.26, 3.11, 0.88], [1.56, -2.69, 0.06]]
}

=====

{
  "formula": "C19H28IrN3O2Sb2",
  "method": "the ωB97M-V functional and the def2-TZVPD basis",
  "orbital_gap_ev": [5.82, 4.75],
  "de_lowest_kj_mol": 0.0,
  "spin_multiplicity": 2,
  "mol_weight_g_mol": 766.19,
  "s2": 0.760,
  "charge": 3,
  "elements": ["C", "C", "H", "H", "H", "H", "C", "N", "H", "H", "C", "O", "H", "C", "H", "H", "H", "Sb", "O", "C", "C", "H", "H", "C", "C", "C", "H", "C", "H", "H", "H", "Sb", "C", "H", "C", "C", "C", "C", "H", "N", "H", "H", "Ir", "C", "H", "H", "H", "C", "H", "C", "H", "H", "H", "N", "H"],
  "coordinates": [[-2.88, 3.62, -1.72], [-1.84, 4.42, -1.29], [-3.19, -2.77, -1.58], [-3.58, 3.98, -2.47], [-1.70, 5.41, -1.70], [2.38, 3.03, -0.84], [1.99, 2.04, -1.12], [1.94, -1.59, -1.46], [-1.72, -3.62, -1.02], [0.25, -4.09, 3.87], [-0.13, -1.97, 4.43], [-0.03, -3.32, 1.08], [2.78, 1.49, -1.62], [3.37, -2.65, -2.81], [2.97, 0.58, 2.82], [-3.48, 0.22, 0.31], [-3.90, 1.75, -1.48], [1.42, 1.10, 0.69], [0.60, 0.25, 3.62], [-0.38, -3.24, 3.59], [3.13, 1.17, 1.92], [-2.89, -2.98, 0.17], [-2.43, -0.13, -3.07], [0.29, -0.89, 3.44], [-0.98, 3.96, -0.30], [-3.06, 2.36, -1.17], [3.04, -3.25, -0.83], [-2.43, -2.82, -0.81], [-0.91, 0.74, -2.82], [-1.01, -1.64, 4.99], [-2.11, 0.38, 1.42], [-1.43, -0.96, -0.80], [2.81, -1.60, -3.54], [0.27, 3.13, 1.83], [-2.19, 1.88, -0.18], [-0.23, 2.27, 1.37], [-0.05, -2.77, 2.21], [-2.43, 0.51, 0.38], [1.12, 2.18, -1.76], [0.28, -1.48, 2.16], [-0.19, 4.61, 0.06], [-0.71, 1.72, 2.18], [0.90, -1.46, 0.24], [1.94, -0.98, -2.68], [0.67, -2.10, 5.16], [4.10, -3.39, -3.08], [1.33, -0.10, -2.84], [-1.39, -0.24, -2.78], [3.27, 2.21, 2.19], [-1.14, 2.70, 0.26], [3.03, -1.34, -4.56], [3.99, 0.81, 1.36], [-1.41, -3.60, 3.62], [2.84, -2.62, -1.59], [-0.91, -0.96, -3.44]]
}

=====

{
  "formula": "C28H24AsN3O4S2Ti",
  "method": "the ωB97M-V functional and the def2-TZVPD basis",
  "orbital_gap_ev": 6.95,
  "de_lowest_kj_mol": 145.3,
  "spin_multiplicity": 1,
  "mol_weight_g_mol": 653.44,
  "charge": 2,
  "elements": ["C", "C", "H", "C", "C", "C", "C", "C", "C", "H", "H", "Ti", "N", "H", "H", "C", "C", "H", "H", "H", "C", "H", "S", "H", "H", "N", "C", "C", "C", "As", "C", "H", "C", "C", "C", "H", "O", "C", "N", "H", "O", "H", "H", "C", "O", "H", "O", "C", "C", "H", "H", "C", "H", "H", "H", "C", "C", "H", "S", "C", "H", "C", "C"],
  "coordinates": [[-4.16, -1.23, -0.02], [0.40, 0.56, -5.38], [2.28, -0.88, 3.42], [-0.60, 3.49, 3.44], [0.15, -2.22, 5.68], [1.34, -1.21, 3.85], [-0.20, 2.64, 0.83], [1.34, -1.80, 5.11], [5.21, -1.72, -0.66], [-0.97, -2.34, -0.20], [-0.37, 1.71, -7.02], [-1.03, 0.39, -1.33], [4.76, -0.84, -1.75], [-5.16, -1.51, -0.33], [5.68, -2.61, -1.07], [-0.54, 3.97, 1.08], [3.89, -2.04, 0.07], [-0.64, 4.66, 0.26], [-2.38, 2.51, -5.75], [1.93, -1.27, -0.55], [-0.52, 1.42, -5.99], [1.24, 0.16, -5.93], [0.18, 2.20, -0.86], [-0.75, 3.82, 4.46], [3.75, -3.10, 0.22], [2.87, -1.50, -0.85], [-1.80, -1.68, 0.04], [-0.08, 1.72, 1.88], [-2.68, 0.29, 1.12], [0.27, -0.14, 1.45], [-0.73, 4.39, 2.39], [2.28, -1.93, 5.64], [-1.58, -0.52, 0.80], [-2.91, 1.73, -3.02], [3.44, -0.77, -1.80], [5.36, -0.49, -2.48], [-3.86, 2.40, -3.21], [0.18, 0.22, -4.06], [-0.85, 0.71, -3.40], [-0.20, 1.46, 4.01], [0.31, -0.79, -1.95], [0.15, -2.68, 6.65], [5.93, -1.20, -0.02], [-0.28, 2.16, 3.18], [-2.67, 1.04, -1.87], [1.39, -2.59, -3.13], [1.14, -1.91, -3.77], [-1.63, 1.88, -5.29], [0.97, -0.71, -3.15], [-2.54, 1.20, 1.68], [3.81, -1.53, 1.03], [-3.96, -0.08, 0.73], [-1.98, -2.36, 5.43], [-4.80, 0.54, 1.00], [-2.00, -1.30, 3.23], [-1.05, -2.04, 4.99], [-1.05, -1.44, 3.74], [-3.24, -2.93, -0.95], [2.63, 0.21, -2.97], [-3.08, -2.03, -0.38], [-0.99, 5.42, 2.58], [0.14, -1.02, 3.17], [-1.77, 1.47, -3.98]]
}

=====

{
  "formula": "C5H9N",
  "method": "the ωB97M-V functional and the def2-TZVPD basis",
  "smiles": "C=C/C=C/CN",
  "orbital_gap_ev": 9.57,
  "de_lowest_kj_mol": 228.9,
  "spin_multiplicity": 1,
  "mol_weight_g_mol": 83.13,
  "charge": 0,
  "elements": ["C", "H", "H", "H", "C", "H", "H", "H", "C", "N", "H", "C", "H", "C", "H"],
  "coordinates": [[0.35, 0.38, -0.47], [-0.29, 3.65, -1.37], [1.38, 0.09, -0.37], [1.13, 1.84, -1.98], [-0.42, -1.54, 0.83], [-1.09, -2.36, 0.38], [1.49, -1.60, 1.74], [-0.72, -1.44, 1.95], [-0.64, -0.36, 0.00], [1.00, -2.03, 0.82], [-1.68, -0.14, -0.04], [-0.56, 2.57, -0.96], [1.10, -3.08, 0.94], [0.33, 1.60, -1.22], [-1.38, 2.43, -0.26]]
}

=====

{
  "formula": "C31H52NOSi4Ti",
  "method": "the ωB97M-V functional and the def2-TZVPD basis",
  "orbital_gap_ev": [5.01, 5.85],
  "de_lowest_kj_mol": 0.0,
  "spin_multiplicity": 3,
  "mol_weight_g_mol": 614.97,
  "s2": 2.011,
  "charge": -1,
  "elements": ["H", "H", "H", "H", "H", "H", "C", "H", "H", "H", "C", "C", "C", "H", "H", "H", "C", "Si", "H", "N", "C", "H", "H", "H", "C", "H", "H", "H", "H", "C", "C", "C", "H", "O", "Si", "H", "C", "C", "H", "H", "H", "H", "H", "H", "H", "C", "C", "H", "H", "C", "H", "H", "C", "C", "C", "C", "C", "H", "C", "H", "C", "H", "H", "H", "C", "C", "H", "H", "H", "H", "C", "H", "H", "H", "Si", "H", "H", "H", "H", "H", "C", "H", "C", "C", "Ti", "C", "Si", "H", "C", "C"],
  "coordinates": [[-5.39, -0.15, 0.61], [-6.11, 0.68, -3.57], [-1.11, -0.48, 3.27], [0.02, 4.50, 1.16], [0.31, -1.27, 3.99], [-0.41, 3.59, 4.39], [3.58, 4.32, 3.01], [-1.97, -1.93, -0.84], [2.16, 1.20, -1.91], [0.85, 1.35, 6.63], [-0.40, -0.44, 4.10], [-0.47, 2.34, -0.42], [-0.84, 2.58, 4.41], [-4.98, -2.72, 1.07], [0.20, 3.19, -0.44], [4.79, 2.35, 4.42], [-5.80, 0.42, -1.45], [2.31, 3.62, 1.80], [1.16, 5.78, 1.60], [-3.63, -3.78, -0.12], [-0.83, 1.53, -1.53], [5.68, 0.82, 4.49], [-1.30, 2.44, 5.40], [3.26, 4.19, 4.05], [1.53, 1.30, 5.76], [6.12, 0.49, 1.88], [2.18, 2.18, 5.78], [4.95, 0.43, 0.56], [0.17, -2.98, -3.70], [3.03, 3.67, 0.05], [-0.70, -2.99, -3.02], [0.68, -1.77, -1.30], [1.83, -2.44, 0.52], [-2.05, -5.10, -1.05], [1.74, 1.37, 2.23], [2.31, 3.35, -0.71], [-4.17, -2.51, 0.35], [0.61, -4.26, -1.31], [3.26, -1.76, 2.15], [3.66, 5.40, 2.82], [-4.22, -4.60, -0.04], [-1.27, -3.90, -3.19], [2.15, 0.40, 5.88], [-1.64, 2.52, 3.67], [5.32, 1.98, 1.34], [5.17, 0.91, 1.52], [0.82, 4.77, 1.87], [3.26, -0.19, 0.12], [4.57, 3.87, 2.90], [3.59, -1.28, 3.08], [-0.01, -5.13, -1.53], [-2.76, 0.27, 0.93], [-5.72, 0.03, -2.79], [-1.78, 0.56, -1.09], [-5.32, -0.42, -0.45], [0.76, -0.56, -2.08], [-2.03, 0.79, 0.31], [-3.39, -1.95, 0.90], [-1.39, -2.83, -0.59], [-4.22, -3.01, -2.37], [1.66, -1.69, -0.26], [0.20, -0.40, -3.00], [3.94, 3.05, -0.05], [2.86, -1.50, 3.87], [-0.20, -2.97, -1.56], [2.39, -0.48, -0.45], [4.55, -1.73, 3.37], [-6.25, 1.38, -1.17], [-5.08, -1.53, -4.16], [-1.24, 2.36, 1.70], [-5.14, -1.20, -3.12], [-0.96, -0.60, 5.04], [-1.05, -2.75, 0.46], [-2.34, -0.13, -1.71], [0.47, 1.23, 4.20], [1.49, -4.26, -1.97], [4.14, 0.98, 5.35], [0.94, -4.32, -0.27], [-1.34, -2.12, -3.24], [0.38, 4.83, 2.87], [4.67, 1.26, 4.43], [-0.51, 1.70, -2.55], [1.81, 0.24, -1.53], [-2.37, -4.00, -0.61], [0.15, 0.08, -0.03], [-4.64, -2.04, -2.12], [3.87, 0.57, 2.86], [3.32, 4.71, -0.17], [-1.23, 1.90, 0.71], [-4.71, -1.64, -0.78]]
}